1.
The following is a DFT calculation (ωB97M-V/def2-TZVPD) of a molecular structure, C22H45AgO6PS in a non-equilibrium geometry.

```
76
Properties=species:S:1:pos:R:3:lowdin_spin:R:1
C 1.5144 -1.5064 -1.0526 0.001
H -1.4535 -3.5895 -0.0936 0.000
H -1.2744 2.9618 -1.2862 0.000
C -3.6855 2.0773 -2.8170 0.000
H -1.2835 -0.3233 -0.1352 0.000
Ag 5.3028 -0.3222 -1.8025 0.001
H -1.9107 -1.3701 3.2166 0.000
H 3.7956 0.1285 0.1176 0.000
C -4.3956 1.6161 -0.3145 0.000
H -2.9137 -2.6830 1.4102 0.000
C 6.5211 1.2715 1.3661 0.000
C -3.4824 0.4050 3.0285 0.000
H 4.3076 -5.2817 -0.3215 -0.001
C -3.1827 1.9526 2.5587 0.000
H 4.1686 -3.5741 -1.1239 0.019
H -4.2530 0.4435 -0.4473 0.000
O -2.8829 3.3135 -2.7897 0.000
H 6.0257 3.4893 1.1454 0.000
H 4.4769 2.3876 1.5520 0.000
C 1.6336 0.0896 -0.6963 0.000
H 1.0157 -1.6197 -2.1281 0.000
O 1.3252 -4.2730 -2.7397 0.179
H 6.0513 0.6740 2.2599 0.000
H -2.7783 2.5416 3.5129 0.000
H -4.0819 1.7944 -3.8847 0.000
H 5.7724 1.4708 -1.2095 0.000
O 1.1959 -4.5219 1.4695 0.010
H 5.4762 3.3323 -1.1968 0.000
H -5.8350 1.3794 -2.0829 0.000
H 2.6196 -1.9123 -1.1656 0.000
O 0.9025 -3.1203 3.8691 -0.001
O 0.4134 -1.8807 1.3850 0.012
H 2.9800 2.7455 -0.0679 0.000
C 3.9397 -4.7299 -1.2858 0.089
H 6.7517 0.5087 0.4858 0.000
H -1.4352 0.0028 2.0158 0.000
H -3.3557 0.3547 4.2125 0.000
C -1.4753 3.0535 -2.4375 0.000
C 5.1341 2.3123 -0.6800 0.000
C 3.2117 0.5100 -0.8444 0.000
H 1.1328 0.3986 0.3176 0.000
C -4.5935 2.7438 2.1441 0.000
C 1.5167 -3.7370 0.2531 0.113
H -4.0263 -1.2338 0.9448 0.000
H 3.3035 2.5894 -2.0104 0.000
H -1.0118 2.1029 -2.9521 0.000
P 1.9960 -4.8481 -1.2239 0.555
C 5.4849 2.4742 0.9285 0.000
H -4.5447 0.0023 2.7477 0.000
H -5.9247 1.0292 1.3998 0.000
H -2.6993 -1.0717 -1.1296 0.000
C -1.9500 -1.3016 -0.2296 0.000
H -5.2195 2.8644 3.1345 0.000
H 2.5407 -3.2214 0.5852 0.019
C -5.3943 1.9666 0.9403 0.000
O -1.0033 -3.9905 2.6158 0.000
H -5.3760 3.2374 -1.5952 0.000
H 3.6573 -0.0180 -1.8049 0.000
H 4.3600 -5.1561 -2.2912 -0.001
H -3.0191 1.1840 -2.3901 0.000
H -0.9753 -2.7277 -1.7284 0.000
H 2.0690 -4.3164 -3.4158 0.000
S 0.3794 -3.2967 2.3942 0.001
C -2.8869 -1.5242 1.1353 0.000
C -0.9662 -2.5985 -0.5425 0.001
H -0.8449 3.9754 -2.8161 0.000
C -4.9976 2.1447 -1.7825 0.000
H 1.0517 0.6766 -1.5570 0.000
H -2.3487 2.0630 1.7395 0.000
H -3.3217 2.1095 -0.2334 0.000
C -2.3706 -0.6265 2.4061 0.000
C 3.4932 2.1249 -0.9425 0.000
H -4.3264 3.8276 1.7290 0.000
H 7.5670 1.6907 1.7256 0.000
H -6.1972 2.7370 0.5209 0.000
C 0.5892 -2.3823 -0.0187 0.002
```

Spin multiplicity: 2
Total charge: +2
HOMO energy (alpha / beta) (eV): -13.166 / -13.166
Lowest unoccupied orbital energy (alpha / beta) (Ha): -0.308 / -0.384
Orbital gap (alpha / beta) (eV): 4.79 / 2.71

***

2.
The following is a DFT calculation (ωB97M-V/def2-TZVPD) of 2 unconnected molecules or ions with the total composition C22H45BrN3O4P2S in a non-equilibrium geometry.

```
78
Properties=species:S:1:pos:R:3:mulliken_charge:R:1
H 6.6816 -6.3071 -3.6958 0.250
C -7.1312 1.1544 -0.0529 -0.184
H -8.2226 0.1840 -1.6559 0.402
H 4.4219 3.1526 0.2868 0.444
O 5.1068 -6.2075 0.5687 -0.371
H 2.3123 4.4338 0.4933 0.342
H -8.0258 1.5841 0.4748 0.413
H 1.1843 1.5202 0.3625 0.293
C 4.2581 -0.7587 0.0312 -0.262
H 3.3956 -6.8541 1.4986 0.242
C -2.8274 2.2753 2.1380 -0.094
H 5.0761 -1.5089 -0.0759 0.173
H -4.6920 4.7708 -2.9621 0.159
C -4.7967 1.7231 -0.4623 -0.307
H 5.1145 -5.4806 -3.5952 0.272
H 1.8039 -4.5358 -1.5477 0.255
P -5.5926 3.7554 -2.5024 0.150
H -5.8050 2.1325 1.2588 0.382
H 4.3087 -0.0633 2.1773 0.356
C 2.4287 -4.9304 -0.7463 -0.606
H -8.1155 1.9449 -1.9054 0.218
H 2.6449 -0.2533 1.4418 -0.004
H -2.7111 0.2236 2.9120 0.404
C -3.2402 2.0468 -2.3392 -0.288
C 0.3503 3.0084 1.8193 -0.844
C 3.6384 3.0100 -0.4951 -0.915
C 3.7096 1.5300 -1.0767 -0.244
C 1.5353 2.3870 0.9802 -0.023
C -4.4979 2.4469 -1.7424 0.200
H -2.2555 2.2940 1.1814 0.009
C 3.6765 -0.6882 1.5000 -0.915
C -4.1551 0.1452 1.2482 -0.958
C -7.5199 1.0585 -1.5649 -1.088
H 3.7997 -7.7494 0.0089 0.335
H 6.5921 -4.6846 -2.9900 0.277
H -2.8912 2.5288 -3.2804 0.442
H -3.5923 3.1016 2.1879 0.346
H 4.7386 -8.0038 1.4914 0.275
N -3.8630 0.8186 -0.0638 1.225
H 5.1483 1.1772 0.6251 0.363
Br -0.7404 0.5334 -2.6450 -0.052
H 3.4359 -1.0428 -0.6694 0.333
H -0.3294 3.5409 1.1058 0.305
S -6.6048 3.1624 -4.0526 -0.324
H -6.6701 0.8438 -2.2541 0.297
C 4.2087 -7.2637 0.8941 -0.632
H 2.7823 -4.1021 -0.1288 0.234
H -3.6821 -0.8711 1.2047 0.480
O 3.5024 -5.6603 -1.3287 -0.298
H 1.5476 3.6075 -0.8956 0.265
H 3.5593 -1.7139 1.9379 0.344
H 2.7296 0.9955 -1.0459 0.064
H -5.2428 -0.0456 1.3884 0.014
H -2.0565 1.9881 4.2034 0.330
N -2.7449 0.4219 -0.6083 -1.016
H 0.2972 1.5650 3.5041 0.555
H 2.3460 2.0313 1.6713 0.089
C 4.8374 0.6861 -0.3272 -0.831
H -4.2796 1.0703 3.2617 0.371
C 6.0719 -5.6373 -3.0933 -0.618
P 4.9858 -5.3950 -0.7897 0.939
C -2.3924 1.0052 -1.7485 0.027
C -0.3816 1.9435 2.7050 -0.633
H -1.6134 3.6415 3.4785 0.399
H -7.0224 0.1083 0.3314 0.258
H 3.8799 3.7074 -1.3399 0.302
C -1.7412 2.5450 3.2827 -0.877
H -6.3639 4.3433 -1.4665 0.152
H 4.0158 1.5733 -2.1592 0.434
H 5.7566 0.5918 -0.9656 0.364
H -0.6607 1.0939 2.0176 0.213
C -3.5011 0.8953 2.4806 -0.594
H 1.8286 -5.6067 -0.1346 0.270
H 0.8169 3.7894 2.4775 0.397
C 2.1981 3.4270 0.0088 -0.840
O 5.3498 -3.9786 -0.6806 -0.511
O 5.8694 -6.2322 -1.8087 -0.325
N -5.9832 2.0560 0.2568 -0.009
```

Total charge: +1
HOMO energy (eV): -11.786
Lowest unoccupied orbital energy (Ha): -0.180
Orbital gap (eV): 6.88

***

3.
The following is a DFT calculation (ωB97M-V/def2-TZVPD) of a molecular structure, C22H45Cl3N5SbSi3Ti.

```
80
Properties=species:S:1:pos:R:3:lowdin_spin:R:1
C 5.3179 -1.5222 0.9920 0.000
C -3.5005 5.5813 -3.0054 0.001
Si 4.1297 -0.2231 0.3983 0.000
Si 1.3138 -1.5511 3.1442 0.000
C -2.1913 4.1546 -1.6250 0.001
N 0.1575 -0.4173 0.1021 0.001
H 2.5966 -5.3617 -2.0579 0.000
N -2.2355 0.3732 1.4762 0.358
H 4.8587 1.7854 1.5656 0.000
H -2.9826 -1.0212 0.1522 0.019
H 4.5232 -0.5359 -2.0396 0.000
H 3.1305 1.8922 1.2499 0.000
H -0.6517 2.1600 0.4571 0.000
H 0.1487 -3.7647 3.1887 0.000
H -4.7648 4.5500 -4.4100 0.000
H 0.8058 0.8623 2.6373 0.000
H -3.3578 0.0053 -3.7806 0.000
Ti -2.2688 1.0569 -1.4547 0.406
C -4.0392 4.4597 -3.6130 0.000
C -1.1316 3.8356 -0.6137 0.000
Cl -0.2253 1.1819 -3.2227 0.003
H 3.7328 0.8992 2.5884 0.000
C -0.4012 -0.1086 -0.9800 -0.010
H 5.0873 -1.8923 1.9914 0.000
H 1.9242 -3.8781 -2.7253 0.000
C 2.8580 -2.0636 4.0415 0.000
H 5.3767 -2.3705 0.3079 0.000
H -0.2123 0.2148 3.9464 0.000
H 2.5967 -5.9622 0.9431 0.000
H -0.9786 -2.4622 2.7891 0.000
Sb 1.8736 -1.5530 0.6036 -0.003
H -3.8101 6.5704 -3.3156 0.000
H -0.3064 -5.3679 -0.6451 0.000
N -3.5640 0.7707 -3.1479 -0.014
H -3.2757 1.6306 2.7949 0.007
Cl -1.2172 -1.5373 -2.9990 0.000
C -0.1097 -2.7264 3.3962 0.000
H -0.5838 -4.2731 0.7098 0.000
N -1.4955 2.5681 0.0554 -0.001
H -5.1688 1.9067 -3.9381 0.000
Cl 1.6400 -1.0138 -2.7643 -0.001
H -4.4080 -0.6813 -1.8427 -0.001
Si 1.7033 -4.0380 -0.2501 0.000
N -2.7379 3.0603 -2.1924 -0.001
H -3.6825 1.9304 -4.8810 0.000
C 0.0527 -0.4275 -2.4139 -0.003
H 3.6357 -1.3000 3.9928 0.000
C 2.5108 -4.2820 -1.9012 0.000
C -0.1312 -4.3524 -0.2790 0.000
H -4.9642 1.0304 -1.5806 -0.003
H 3.5201 -3.8708 -1.9477 0.000
C 4.4419 0.3075 -1.3532 0.000
H 2.1758 -4.7145 2.1081 0.000
H -2.3085 3.7360 1.6480 0.000
C -2.3886 1.6470 2.1601 0.026
H 3.2728 -3.0019 3.6700 0.000
H 1.4591 0.6637 4.2570 0.000
H -1.5197 1.7860 2.8021 0.000
C 0.7929 0.2156 3.5177 0.000
C -4.1649 0.3740 -1.9217 -0.042
H -0.9989 4.6476 0.1031 0.000
H -2.0970 6.2867 -1.5246 0.000
C -2.4866 2.7829 1.1464 0.019
H -0.1801 3.6905 -1.1321 0.000
C -4.0798 1.9481 -3.8645 -0.001
H 3.6900 1.0014 -1.7292 0.000
C -3.1138 -0.0123 0.5313 0.217
H -4.1336 0.3381 0.6515 0.017
H 2.6155 -2.2153 5.0968 0.000
C 3.9263 1.2137 1.5620 0.000
H -1.2940 -0.0302 1.4173 0.006
H 5.4042 0.8285 -1.3673 0.000
H -0.4151 -2.6726 4.4452 0.000
H 3.6718 -4.5900 1.1629 0.000
H -3.4852 2.8357 0.7040 0.002
H 6.3142 -1.0723 1.0347 0.000
C -3.6233 3.2098 -3.1917 0.000
C -2.5488 5.4281 -2.0017 0.000
C 2.6209 -4.8841 1.1279 0.000
H -0.6452 -3.6696 -0.9576 0.000
```

Spin multiplicity: 2
Total charge: +3
HOMO energy (alpha / beta) (eV): -16.192 / -16.181
Lowest unoccupied orbital energy (alpha / beta) (Ha): -0.328 / -0.335
Energy relative to the best compared isomer or geometry (same formula, charge and spin) (eV): 0.000
Orbital gap (alpha / beta) (eV): 7.27 / 7.06